(1)
Entry from OMol25: the molecule C2HN3O3 in a non-equilibrium geometry (wB97M-V/def2-TZVPD).

## Properties
Molar mass   115.0 g/mol
Multiplicity   1
LUMO level   -1.86 eV
HOMO   -0.3898 Ha
Structure (SMILES)   O=c1nnonc1O
Energy above the lowest of the compared OMol25 structures with the same formula, charge and spin   171.46 kcal per mole
Total energy   -12696.6860 eV

The geometry in XYZ format:
```
9
Properties=species:S:1:pos:R:3:lowdin_charge:R:1
O 2.00 -0.72 0.07 -0.04
O -1.45 1.37 0.25 0.07
O -1.46 -1.20 -0.24 0.00
N 0.67 -1.33 0.25 0.22
N 2.01 0.63 -0.10 0.00
N 1.07 1.45 -0.14 0.13
C -0.32 0.88 -0.14 -0.26
C -0.24 -0.53 -0.14 -0.37
H -2.29 -0.54 0.19 0.24
```

---

(2)
Entry from OMol25: the molecule C6H9N (wB97M-V/def2-TZVPD).

## Properties
Molar mass   95.1 g/mol
Multiplicity   1
LUMO level   1.04 eV
HOMO   -0.2837 Ha
Structure (SMILES)   Cc1cc[nH]c1C
Energy above the lowest of the compared OMol25 structures with the same formula, charge and spin   14.24 kcal per mole
Total energy   -7857.5422 eV

The geometry in XYZ format:
```
16
Properties=species:S:1:pos:R:3:lowdin_charge:R:1
N 1.08 1.27 0.16 0.03
C -0.95 -1.80 0.39 -0.05
C 0.08 -0.71 0.26 -0.26
C 2.03 0.36 -0.18 -0.13
C -0.13 0.65 0.34 -0.30
C 1.45 -0.89 -0.11 -0.06
C -1.30 1.42 -0.20 -0.04
H 1.20 2.27 0.17 0.15
H -1.86 -1.58 -0.19 0.07
H 2.99 0.69 -0.54 0.10
H -1.41 2.42 0.23 0.07
H -2.24 0.88 -0.15 0.07
H -1.26 -1.95 1.43 0.08
H -0.55 -2.75 0.02 0.07
H 1.92 -1.82 -0.38 0.10
H -1.05 1.55 -1.26 0.09
```

---

(3)
Entry from OMol25: a structure of composition C28H28MgN2Si in a non-equilibrium geometry (wB97M-V/def2-TZVPD).

## Properties
Molar mass   444.9 g/mol
Multiplicity   1
LUMO level (alpha / beta)   0.12 / 0.24 eV
HOMO (alpha / beta)   -0.1614 / -0.1773 Ha
Total energy   -45789.5404 eV

The geometry in XYZ format:
```
60
Properties=species:S:1:pos:R:3:lowdin_charge:R:1
Si 1.31 1.29 -1.55 0.62
Mg -0.64 -0.50 0.93 0.67
N -1.34 0.95 2.30 -0.01
N -2.71 -0.57 0.52 -0.01
C 0.78 -1.28 -2.73 -0.09
C -1.17 2.45 4.17 -0.10
C -2.70 1.00 2.38 -0.23
C 4.29 0.54 1.21 -0.09
C 0.16 0.68 -4.04 -0.11
C 0.91 -2.31 1.00 -0.20
C -1.05 -2.54 2.18 -0.18
C -5.50 -0.81 0.54 -0.09
C 0.68 0.13 -2.85 -0.32
C 0.04 -0.12 -5.18 -0.09
C -0.42 -2.84 0.94 -0.21
C -0.59 1.64 3.19 -0.14
C 0.60 -2.08 -3.87 -0.08
C -3.33 1.78 3.36 -0.03
C 5.03 -0.32 -0.93 -0.09
C 2.18 3.12 -2.26 -0.09
C -0.14 -1.82 3.00 -0.17
C -4.85 0.06 1.44 -0.03
C -4.72 -1.54 -0.36 -0.10
C 0.30 -1.49 -5.10 -0.08
C 1.07 -1.67 2.27 -0.19
C -3.45 0.16 1.42 -0.23
C 5.28 -0.04 0.41 -0.09
C 3.06 0.89 0.66 -0.12
C -3.33 -1.40 -0.33 -0.14
C 2.82 0.64 -0.71 -0.33
C 3.79 0.00 -1.50 -0.10
C -2.56 2.51 4.26 -0.09
H -5.41 0.64 2.17 0.09
H -6.58 -0.89 0.55 0.10
H -2.69 -1.97 -1.01 0.11
H -0.81 -3.48 0.15 0.10
H 3.60 -0.24 -2.55 0.11
H 2.27 1.35 1.26 0.09
H 0.49 1.53 3.10 0.10
H 0.75 -3.16 -3.79 0.11
H 0.99 -1.74 -1.76 0.08
H 3.26 3.29 -2.39 0.08
H -0.23 0.34 -6.13 0.10
H -0.30 -1.53 4.03 0.11
H -3.04 3.12 5.03 0.10
H 0.24 -2.11 -6.00 0.10
H 2.01 -1.25 2.65 0.09
H 6.26 -0.26 0.85 0.10
H 0.19 1.64 -0.62 -0.01
H 1.96 2.17 -2.86 0.02
H -0.12 1.74 -4.08 0.10
H 1.93 3.30 -1.19 0.06
H -4.42 1.77 3.41 0.09
H 1.57 3.86 -2.82 0.08
H 1.71 -2.48 0.27 0.10
H -5.17 -2.23 -1.08 0.09
H -0.52 3.01 4.84 0.09
H 5.81 -0.77 -1.56 0.10
H -2.03 -2.91 2.50 0.11
H 4.48 0.77 2.27 0.11
```

---

(4)
Entry from OMol25: the molecule C4H9NO in a non-equilibrium geometry (wB97M-V/def2-TZVPD).

## Properties
Molar mass   87.1 g/mol
Multiplicity   1
LUMO level   0.97 eV
HOMO   -0.3418 Ha
Structure (SMILES)   CC(=O)N(C)C
Energy above the lowest of the compared OMol25 structures with the same formula, charge and spin   56.33 kcal per mole
Total energy   -7829.8774 eV

The geometry in XYZ format:
```
15
Properties=species:S:1:pos:R:3:lowdin_charge:R:1
O -1.13 -0.31 1.22 0.03
N 0.21 0.54 -0.69 -0.14
C -0.39 -0.59 0.26 -0.37
C -0.28 -2.09 -0.09 -0.02
C 1.65 0.46 -0.20 -0.09
C -0.39 1.85 -0.42 -0.12
H 2.29 1.28 -0.60 0.10
H -0.37 -2.69 0.83 0.09
H 0.49 2.57 -0.20 0.09
H 1.72 0.59 0.82 0.06
H -1.15 1.85 0.36 0.07
H -0.94 -2.33 -0.95 0.09
H 2.02 -0.44 -0.44 0.03
H 0.68 -2.34 -0.59 0.07
H -0.76 2.38 -1.39 0.10
```

---

(5)
Entry from OMol25: a cluster of 2 separate species, C5H11NO4 in total in a non-equilibrium geometry (wB97M-V/def2-TZVPD).

## Properties
Molar mass   149.1 g/mol
Multiplicity   1
LUMO level   0.68 eV
HOMO   -0.3623 Ha
Structure (SMILES)   CC(=O)OO.CCC(N)=O
Energy above the lowest of the compared OMol25 structures with the same formula, charge and spin   72.58 kcal per mole
Total energy   -15041.4534 eV

The geometry in XYZ format:
```
21
Properties=species:S:1:pos:R:3:lowdin_charge:R:1
O -1.16 -1.28 -0.23 0.00
O 0.32 2.99 1.81 0.01
O -1.99 1.99 1.64 0.09
O 0.11 1.70 2.35 -0.03
N 0.96 -0.63 0.04 0.20
C -0.06 -1.03 -0.73 -0.51
C -1.16 1.25 2.11 -0.54
C 0.11 -0.97 -2.23 -0.15
C -1.27 -0.19 2.40 -0.01
C 1.51 -0.68 -2.74 -0.11
H -1.35 -0.76 1.32 0.11
H 2.23 -1.41 -2.37 0.08
H 1.52 -0.74 -3.83 0.08
H -0.59 -0.20 -2.59 0.13
H -0.59 3.24 1.52 0.09
H -0.49 -0.52 3.07 0.09
H 0.73 -0.50 1.05 0.11
H 1.81 -0.27 -0.35 0.10
H -2.23 -0.40 2.86 0.09
H -0.26 -1.92 -2.62 0.12
H 1.84 0.32 -2.47 0.07
```

---

(6)
Entry from OMol25: a structure of composition CH3O2S in a non-equilibrium geometry (wB97M-V/def2-TZVPD).

## Properties
Molar mass   79.1 g/mol
Multiplicity   2
LUMO level (alpha / beta)   0.54 / -3.68 eV
HOMO (alpha / beta)   -0.3742 / -0.3723 Ha
⟨S²⟩   0.753
Energy above the lowest of the compared OMol25 structures with the same formula, charge and spin   8.66 kcal per mole
Total energy   -16013.6891 eV

The geometry in XYZ format:
```
7
Properties=species:S:1:pos:R:3:lowdin_spin:R:1
S -1.60 0.20 -1.86 0.91
O -0.12 0.22 0.38 0.03
O 1.30 -0.56 1.93 0.01
C 1.05 -0.23 0.80 0.00
H -2.23 0.22 -0.68 0.04
H -0.31 0.36 -0.66 0.01
H 1.91 -0.21 0.10 0.00
```

---

(7)
Entry from OMol25: a cluster of 3 separate species, C29H40IN3O4P in total in a non-equilibrium geometry (wB97M-V/def2-TZVPD).

## Properties
Molar mass   652.5 g/mol
Multiplicity   1
LUMO level   -3.68 eV
Net charge   +1
HOMO   -0.4248 Ha
Total energy   -60766.8672 eV

The geometry in XYZ format:
```
78
Properties=species:S:1:pos:R:3:lowdin_charge:R:1
I -1.22 1.42 2.00 0.97
P 2.01 -0.99 -3.20 0.46
O 3.29 -0.33 -3.94 -0.11
O 1.01 -1.34 -4.21 -0.25
O 2.56 -2.29 -2.43 -0.09
O -3.35 0.67 -4.00 -0.17
N 1.00 0.22 0.30 0.00
N -4.76 -3.39 1.05 0.05
N 4.10 1.71 2.96 0.04
C 0.32 -0.21 -0.96 -0.19
C -5.06 -2.55 2.04 -0.17
C 2.64 0.82 -1.30 -0.17
C -7.20 -3.51 2.39 -0.07
C -3.11 -1.04 -2.19 -0.14
C 5.34 1.54 3.43 -0.14
C 4.14 2.75 -2.01 -0.03
C 1.36 0.26 -2.03 -0.19
C 3.18 2.14 3.83 -0.16
C 1.99 4.47 -2.10 -0.06
C -6.25 -2.57 2.75 -0.07
C -1.50 -2.05 -0.45 -0.17
C 2.89 2.27 -1.69 -0.20
C -0.81 -1.54 3.14 -0.17
C 3.43 2.41 5.16 -0.06
C 0.55 0.20 1.70 -0.61
C 0.45 -1.24 2.32 -0.24
C -5.69 -4.29 0.73 -0.15
C 1.84 3.17 -1.73 -0.05
C -3.40 0.42 -2.61 -0.23
C -6.92 -4.39 1.36 -0.06
C 4.72 2.22 5.63 -0.06
C 4.31 4.06 -2.39 -0.07
C 2.16 0.73 0.13 0.08
C -0.16 -1.65 -1.13 -0.13
C 5.70 1.78 4.75 -0.06
C 3.25 4.93 -2.46 -0.06
C -2.64 -1.05 -0.70 -0.21
C -2.02 0.56 -4.48 -0.10
H 5.01 2.10 -1.97 0.13
H -6.43 -1.87 3.55 0.10
H 1.15 5.16 -2.15 0.12
H 2.64 2.76 5.82 0.11
H 0.84 2.80 -1.45 0.12
H 6.72 1.62 5.08 0.11
H -1.95 1.17 -5.39 0.10
H -7.64 -5.14 1.05 0.11
H -0.71 -2.57 3.53 0.09
H 2.84 1.13 0.90 0.15
H -2.46 -0.04 -0.33 0.03
H -3.52 -1.43 -0.13 0.09
H -8.15 -3.56 2.91 0.11
H 5.28 4.46 -2.68 0.12
H -1.78 -0.49 -4.68 0.08
H -0.34 -1.79 -2.21 0.10
H 4.97 2.42 6.67 0.11
H -4.28 -1.83 2.29 0.09
H -0.92 -0.89 4.01 0.06
H 3.56 0.24 -1.46 0.15
H 2.19 2.26 3.41 0.08
H 6.07 1.19 2.71 0.11
H 0.86 0.96 -2.70 0.12
H -2.38 -1.54 -2.84 0.10
H 0.65 -2.36 -0.89 0.12
H -1.81 -2.99 -0.92 0.13
H 2.94 0.37 -4.51 0.10
H -4.06 -1.59 -2.25 0.12
H 0.63 -1.98 1.53 0.10
H -5.43 -4.96 -0.08 0.11
H 3.30 -2.64 -2.95 0.11
H -2.66 1.08 -2.11 0.10
H 3.40 5.96 -2.76 0.12
H -0.51 0.48 -1.16 0.13
H 1.31 0.72 2.28 0.03
H 1.29 -1.33 3.02 0.12
H -1.26 0.91 -3.75 0.07
H -4.38 0.69 -2.18 0.13
H -1.41 -2.27 0.62 0.08
H -1.72 -1.54 2.54 0.03
```

---

What is the total energy in the fifth record?
-15041.4534 eV

---

Copy entry 5 word for word.
Entry from OMol25: a cluster of 2 separate species, C5H11NO4 in total in a non-equilibrium geometry (wB97M-V/def2-TZVPD).

## Properties
Molar mass   149.1 g/mol
Multiplicity   1
LUMO level   0.68 eV
HOMO   -0.3623 Ha
Structure (SMILES)   CC(=O)OO.CCC(N)=O
Energy above the lowest of the compared OMol25 structures with the same formula, charge and spin   72.58 kcal per mole
Total energy   -15041.4534 eV

The geometry in XYZ format:
```
21
Properties=species:S:1:pos:R:3:lowdin_charge:R:1
O -1.16 -1.28 -0.23 0.00
O 0.32 2.99 1.81 0.01
O -1.99 1.99 1.64 0.09
O 0.11 1.70 2.35 -0.03
N 0.96 -0.63 0.04 0.20
C -0.06 -1.03 -0.73 -0.51
C -1.16 1.25 2.11 -0.54
C 0.11 -0.97 -2.23 -0.15
C -1.27 -0.19 2.40 -0.01
C 1.51 -0.68 -2.74 -0.11
H -1.35 -0.76 1.32 0.11
H 2.23 -1.41 -2.37 0.08
H 1.52 -0.74 -3.83 0.08
H -0.59 -0.20 -2.59 0.13
H -0.59 3.24 1.52 0.09
H -0.49 -0.52 3.07 0.09
H 0.73 -0.50 1.05 0.11
H 1.81 -0.27 -0.35 0.10
H -2.23 -0.40 2.86 0.09
H -0.26 -1.92 -2.62 0.12
H 1.84 0.32 -2.47 0.07
```

---

Which of these has the highest molar mass?
C29H40IN3O4P